Entry 1:
Density functional theory data (ωB97M-V/def2-TZVPD) for 2 unconnected molecules or ions with the total composition C2H5N at a distorted geometry.

Summary:
* highest occupied orbital energy: -9.257 eV
* E_LUMO: 1.1 eV
* HOMO-LUMO gap: 10.35 eV
* SMILES: [H][H].C=C=N
* ΔE to the lowest compared entry with this formula, charge and spin: 49.9 kcal/mol

CARTESIAN COORDINATES (ANGSTROEM)
H (1.74, -1.61, 0.39)
H (1.55, -1.11, 0.91)
C (-0.97, 1.17, 0.28)
C (-0.44, 0.33, -0.52)
N (0.38, -0.38, -1.11)
H (-0.84, 0.92, 1.36)
H (-1.44, 2.05, 0.06)
H (0.04, -1.37, -1.37)

Entry 2:
Density functional theory data (ωB97M-V/def2-TZVPD) for a gas-phase ion, C5H11IN3 (charge +1) at a distorted geometry.

Summary:
* highest occupied orbital energy (spin up / spin down): -12.583 / -12.771 eV
* E_LUMO (spin up / spin down): -5.8 / -5.7 eV
* HOMO-LUMO gap (spin up / spin down): 6.80 / 7.06 eV
* SMILES: C[C@@H]1C=[N+](C)N(I)N1C
* ΔE to the lowest compared entry with this formula, charge and spin: 113.7 kcal/mol
* charge: +1

CARTESIAN COORDINATES (ANGSTROEM)
C (-0.61, -0.73, -2.06)
C (0.00, -0.96, -0.68)
C (-0.86, -1.02, 0.53)
N (-0.57, 0.01, 1.28)
C (-1.14, 0.37, 2.52)
N (0.50, 0.70, 0.84)
I (-0.22, 3.01, 0.45)
N (0.96, 0.03, -0.17)
C (2.11, 0.47, -0.85)
H (-0.13, -1.15, -2.89)
H (-0.67, 0.31, -2.18)
H (-1.65, -1.09, -2.15)
H (0.51, -1.85, -0.76)
H (-1.83, -1.38, 0.48)
H (-1.91, 1.02, 2.52)
H (-0.33, 0.89, 3.01)
H (-1.63, -0.40, 3.18)
H (2.01, 1.17, -1.74)
H (2.76, 1.00, -0.23)
H (2.71, -0.40, -1.08)

Entry 3:
Density functional theory data (ωB97M-V/def2-TZVPD) for a molecular structure, C19H23BN13O2Pd at a distorted geometry.

Summary:
* highest occupied orbital energy (spin up / spin down): -16.730 / -16.692 eV
* E_LUMO (spin up / spin down): -8.3 / -13.0 eV
* <S²>: 6.044
* HOMO-LUMO gap (spin up / spin down): 8.43 / 3.68 eV
* 2S+1: 5
* charge: +3

CARTESIAN COORDINATES (ANGSTROEM)
Pd (-0.03, -0.11, 0.14)
C (-0.14, 0.03, 4.47)
C (-0.69, -0.36, 3.26)
N (-0.07, 0.28, 2.26)
N (0.87, 1.07, 2.80)
C (0.85, 0.95, 4.13)
B (1.82, 1.94, 1.94)
N (2.69, 0.99, 1.10)
C (4.02, 0.99, 1.02)
C (4.41, -0.07, 0.20)
C (3.21, -0.67, -0.19)
N (2.19, -0.01, 0.36)
N (0.93, 2.74, 0.98)
C (0.81, 4.06, 0.91)
C (-0.16, 4.35, -0.04)
C (-0.59, 3.10, -0.51)
N (0.08, 2.14, 0.12)
H (-0.40, -0.31, 5.45)
H (-1.47, -1.08, 3.07)
H (1.52, 1.51, 4.75)
H (2.48, 2.63, 2.61)
H (4.62, 1.72, 1.52)
H (5.41, -0.36, -0.07)
H (3.05, -1.53, -0.81)
H (1.41, 4.71, 1.51)
H (-0.51, 5.32, -0.35)
H (-1.33, 2.88, -1.25)
N (1.86, 0.48, -2.82)
C (0.58, 0.29, -3.11)
N (0.23, 0.21, -4.38)
C (-1.04, 0.08, -4.74)
N (-1.38, 0.01, -6.00)
N (-1.98, 0.05, -3.77)
C (-1.61, 0.09, -2.52)
N (-0.34, 0.19, -2.10)
C (-2.66, 0.08, -1.48)
C (-4.01, 0.11, -1.86)
C (-4.97, 0.12, -0.87)
C (-4.57, 0.10, 0.46)
C (-3.21, 0.08, 0.74)
N (-2.28, 0.06, -0.20)
H (2.52, 0.56, -3.57)
H (2.17, 0.61, -1.86)
H (-0.66, 0.06, -6.72)
H (-2.35, -0.05, -6.28)
H (-4.26, 0.13, -2.91)
H (-6.02, 0.14, -1.12)
H (-5.29, 0.12, 1.26)
H (-2.86, 0.09, 1.77)
N (1.04, -4.77, 2.08)
C (0.53, -4.40, 0.74)
C (0.45, -2.84, 0.73)
O (0.98, -2.28, 1.69)
O (-0.11, -2.28, -0.23)
H (1.79, -5.46, 2.06)
H (0.30, -5.12, 2.70)
H (1.38, -3.83, 2.45)
H (-0.45, -4.84, 0.53)
H (1.23, -4.71, -0.04)

Entry 4:
Density functional theory data (ωB97M-V/def2-TZVPD) for 3 unconnected molecules or ions with the total composition C5H10O.

Summary:
* highest occupied orbital energy: -9.867 eV
* E_LUMO: 1.0 eV
* HOMO-LUMO gap: 10.82 eV
* SMILES: C=C1CC1.[H][H].C=O
* ΔE to the lowest compared entry with this formula, charge and spin: 88.9 kcal/mol

CARTESIAN COORDINATES (ANGSTROEM)
C (0.07, -0.99, -1.80)
C (-0.73, -0.19, -1.11)
C (-1.71, -0.03, -0.02)
C (-1.23, 1.16, -0.85)
H (0.13, -2.05, -1.59)
H (0.69, -0.60, -2.60)
H (-2.72, -0.39, -0.18)
H (-1.36, -0.10, 1.01)
H (-1.93, 1.60, -1.56)
H (-0.55, 1.87, -0.38)
H (0.53, 0.36, 2.58)
H (0.02, 0.14, 3.08)
C (2.19, -0.18, 0.26)
O (2.01, 0.86, 0.85)
H (1.84, -1.15, 0.66)
H (2.73, -0.23, -0.70)

Entry 5:
Density functional theory data (ωB97M-V/def2-TZVPD) for a molecular structure, C23H15BaO5P at a distorted geometry.

Summary:
* highest occupied orbital energy: -12.807 eV
* E_LUMO: -7.4 eV
* HOMO-LUMO gap: 5.45 eV
* ΔE to the lowest compared entry with this formula, charge and spin: 35.7 kcal/mol
* charge: +2

CARTESIAN COORDINATES (ANGSTROEM)
O (-1.02, -2.89, 2.45)
C (-0.60, -2.22, 1.62)
Ba (-0.34, 0.52, 0.27)
O (1.87, -2.19, -1.74)
C (1.24, -1.45, -1.16)
C (0.92, 1.87, -1.91)
O (1.07, 2.86, -2.50)
C (2.35, 0.41, 1.48)
O (3.13, 0.81, 2.24)
C (-2.04, -0.79, -1.76)
O (-3.07, -0.85, -2.29)
C (-3.57, 0.80, 5.99)
C (-3.79, -0.03, 4.87)
C (-3.29, 0.35, 3.64)
C (-2.63, 1.61, 3.54)
C (-2.37, 2.42, 4.68)
C (-2.86, 2.01, 5.90)
P (-2.12, 2.33, 2.03)
C (-3.38, 2.43, 0.79)
C (-3.13, 2.66, -0.60)
C (-4.21, 2.84, -1.44)
C (-5.52, 2.71, -0.97)
C (-5.76, 2.36, 0.37)
C (-4.70, 2.19, 1.23)
C (-0.70, 3.36, 2.23)
C (-0.80, 4.62, 1.60)
C (0.15, 5.58, 1.85)
C (1.27, 5.28, 2.65)
C (1.43, 4.00, 3.18)
C (0.49, 3.02, 2.96)
H (-3.96, 0.51, 6.95)
H (-4.36, -0.97, 4.96)
H (-3.42, -0.26, 2.73)
H (-1.79, 3.34, 4.53)
H (-2.67, 2.66, 6.77)
H (-2.10, 2.73, -0.99)
H (-4.04, 3.11, -2.49)
H (-6.36, 2.89, -1.63)
H (-6.78, 2.25, 0.74)
H (-4.85, 1.87, 2.27)
H (-1.69, 4.81, 0.98)
H (0.02, 6.58, 1.44)
H (2.00, 6.06, 2.86)
H (2.31, 3.78, 3.81)
H (0.61, 2.02, 3.39)

Entry 6:
Density functional theory data (ωB97M-V/def2-TZVPD) for a molecular structure, C8H18N4O3Pt at a distorted geometry.

Summary:
* highest occupied orbital energy: -8.113 eV
* E_LUMO: -0.1 eV
* HOMO-LUMO gap: 7.98 eV
* ΔE to the lowest compared entry with this formula, charge and spin: 0.0 kcal/mol

CARTESIAN COORDINATES (ANGSTROEM)
Pt (-0.61, 0.89, -1.17)
N (1.31, 1.57, -1.52)
C (1.28, 2.19, -2.89)
C (0.15, 1.60, -3.79)
O (0.26, 1.60, -5.00)
N (-0.90, 1.23, -3.04)
C (-2.18, 0.69, -3.47)
C (-2.77, -0.27, -2.40)
O (-3.64, -1.05, -2.70)
O (-2.32, -0.12, -1.15)
H (1.80, 0.68, -1.59)
H (1.84, 2.13, -0.86)
H (1.03, 3.24, -2.77)
H (2.24, 2.11, -3.39)
H (-2.91, 1.51, -3.52)
H (-2.15, 0.22, -4.45)
C (1.68, -2.24, 2.45)
C (0.62, -1.14, 2.48)
C (-0.73, -1.74, 2.89)
C (1.04, -0.05, 3.46)
N (0.61, -0.58, 1.11)
N (-0.47, 0.34, 0.85)
H (1.82, -2.66, 3.44)
H (2.63, -1.84, 2.10)
H (1.38, -3.05, 1.78)
H (-0.64, -2.23, 3.86)
H (-1.07, -2.48, 2.16)
H (-1.50, -0.97, 3.00)
H (1.18, -0.47, 4.46)
H (0.28, 0.74, 3.55)
H (1.98, 0.41, 3.14)
H (0.49, -1.33, 0.44)
H (-0.34, 1.13, 1.47)
H (-1.37, -0.08, 1.07)

What did the fifth record say?
Density functional theory data (ωB97M-V/def2-TZVPD) for a molecular structure, C23H15BaO5P at a distorted geometry.

Summary:
* highest occupied orbital energy: -12.807 eV
* E_LUMO: -7.4 eV
* HOMO-LUMO gap: 5.45 eV
* ΔE to the lowest compared entry with this formula, charge and spin: 35.7 kcal/mol
* charge: +2

CARTESIAN COORDINATES (ANGSTROEM)
O (-1.02, -2.89, 2.45)
C (-0.60, -2.22, 1.62)
Ba (-0.34, 0.52, 0.27)
O (1.87, -2.19, -1.74)
C (1.24, -1.45, -1.16)
C (0.92, 1.87, -1.91)
O (1.07, 2.86, -2.50)
C (2.35, 0.41, 1.48)
O (3.13, 0.81, 2.24)
C (-2.04, -0.79, -1.76)
O (-3.07, -0.85, -2.29)
C (-3.57, 0.80, 5.99)
C (-3.79, -0.03, 4.87)
C (-3.29, 0.35, 3.64)
C (-2.63, 1.61, 3.54)
C (-2.37, 2.42, 4.68)
C (-2.86, 2.01, 5.90)
P (-2.12, 2.33, 2.03)
C (-3.38, 2.43, 0.79)
C (-3.13, 2.66, -0.60)
C (-4.21, 2.84, -1.44)
C (-5.52, 2.71, -0.97)
C (-5.76, 2.36, 0.37)
C (-4.70, 2.19, 1.23)
C (-0.70, 3.36, 2.23)
C (-0.80, 4.62, 1.60)
C (0.15, 5.58, 1.85)
C (1.27, 5.28, 2.65)
C (1.43, 4.00, 3.18)
C (0.49, 3.02, 2.96)
H (-3.96, 0.51, 6.95)
H (-4.36, -0.97, 4.96)
H (-3.42, -0.26, 2.73)
H (-1.79, 3.34, 4.53)
H (-2.67, 2.66, 6.77)
H (-2.10, 2.73, -0.99)
H (-4.04, 3.11, -2.49)
H (-6.36, 2.89, -1.63)
H (-6.78, 2.25, 0.74)
H (-4.85, 1.87, 2.27)
H (-1.69, 4.81, 0.98)
H (0.02, 6.58, 1.44)
H (2.00, 6.06, 2.86)
H (2.31, 3.78, 3.81)
H (0.61, 2.02, 3.39)